Formula: C46H39N4
Source: OMol25
Level of theory: ωB97M-V/def2-TZVPD

The geometry in XYZ format:
```
89
Properties=species:S:1:pos:R:3:forces:R:3:mulliken_charge:R:1
C 3.128695 3.998769 1.940968 1.24 -0.30 -0.15 -1.317
C 1.624408 4.074989 1.977981 0.59 -1.10 -0.44 0.328
C 0.764592 3.097235 1.444321 0.05 0.15 0.19 -0.333
C -0.596500 3.350083 1.536444 -0.28 -0.16 -0.50 1.175
C -1.062718 4.493103 2.174845 -0.58 0.27 -0.33 0.358
C -0.227628 5.458161 2.699648 0.38 0.12 0.26 -1.381
C 1.138053 5.212416 2.588810 -1.38 0.34 0.19 -0.693
N -2.449275 4.496361 1.990076 -0.11 -0.56 -0.09 -0.048
C -2.808348 3.411865 1.266593 0.07 0.78 -0.02 0.755
C -4.256836 3.208484 0.923389 0.28 -0.12 -0.04 -1.397
N -1.724106 2.680198 0.956492 0.74 0.81 -1.47 0.166
H 3.570425 4.837963 2.509695 -0.31 -0.41 -0.21 0.351
H 3.561289 3.081387 2.391823 -0.47 0.35 -0.33 0.332
H 3.568409 4.095964 0.924810 -0.51 -0.22 0.42 0.244
H 1.056857 2.172229 0.956228 0.49 0.58 0.28 0.425
H -0.623612 6.356852 3.164092 0.11 -0.13 -0.05 0.400
H 1.869667 5.893902 2.974640 -0.05 0.43 0.19 0.348
H -3.118106 5.198764 2.308718 0.46 -0.44 -0.10 0.270
H -4.290826 2.283580 0.332822 -0.58 0.32 0.22 0.290
H -4.852342 3.127999 1.866735 0.48 -0.18 -0.81 0.367
H -4.657587 4.083462 0.350718 0.44 -0.82 0.34 0.414
C -4.728716 -6.801292 1.354113 0.04 0.18 0.56 -0.399
C -5.477372 -5.768680 1.944127 0.20 -0.03 -0.49 -0.625
C -4.849184 -4.588062 2.340974 0.28 0.01 0.07 -0.329
C -3.455378 -4.434441 2.220475 -0.53 -0.97 -0.09 -0.301
N -2.835143 -3.309167 2.835723 0.08 1.03 -0.50 0.934
C -2.235944 -3.521548 4.107480 0.30 -0.18 0.86 -0.364
C -0.951437 -4.074276 4.187784 -0.23 0.18 0.10 -0.133
C -0.356904 -4.283737 5.432423 -0.20 0.21 0.02 -0.771
C -1.038668 -3.901171 6.597934 -0.24 -0.20 -0.09 -0.368
C -2.340960 -3.380850 6.524507 0.23 0.01 -0.21 -0.734
C -2.934263 -3.192668 5.273648 0.21 -0.06 -0.21 0.027
C -2.466614 -2.132748 2.132671 0.21 -0.46 0.14 0.798
C -2.405594 -0.892958 2.806601 0.04 0.57 -0.68 -1.383
C -2.134370 0.277824 2.044157 -0.02 -0.62 0.04 0.024
C -1.784426 0.229026 0.659912 -0.28 -0.43 1.02 0.334
C -1.602139 1.515892 -0.182795 -0.65 -0.59 0.61 -0.076
C -0.313663 1.420917 -1.057869 -0.17 0.88 -0.06 0.340
C -0.331101 2.029009 -2.327937 0.20 -0.29 -0.60 -1.170
C 0.709481 1.855781 -3.279265 -0.74 -0.12 0.54 -0.954
C 1.829609 1.064377 -2.938467 0.57 0.70 -0.23 0.861
N 2.860438 0.841093 -3.875390 -1.42 0.05 0.86 0.919
C 4.195514 0.615599 -3.469595 1.23 -0.23 -0.02 -0.312
C 4.900321 -0.489540 -4.000005 -0.20 0.23 0.31 -0.168
C 6.232538 -0.720905 -3.651528 -0.01 0.32 0.46 -0.646
C 6.891388 0.204913 -2.824841 -0.14 0.37 -0.21 -0.394
C 6.230329 1.380250 -2.399075 -0.26 -0.67 0.32 -0.774
C 4.856989 1.543855 -2.636751 0.30 -0.29 -0.53 0.274
C 2.608097 0.995082 -5.272227 0.20 0.07 -0.99 -1.347
C 2.943095 2.203650 -5.906434 -0.15 -0.25 0.16 0.296
C 2.789401 2.348875 -7.286376 -0.21 -0.32 0.12 -0.772
C 2.298940 1.270680 -8.041564 0.30 -0.02 0.16 -0.357
C 2.001864 0.049100 -7.420598 -0.13 0.25 0.03 -0.776
C 2.136157 -0.084996 -6.036420 0.06 0.34 0.17 0.096
C 1.943471 0.595272 -1.608679 -0.51 -0.17 0.41 -1.399
C 0.867405 0.725995 -0.708525 0.55 -0.35 -0.30 0.309
C -1.632864 -1.061013 0.110344 -0.81 -0.61 -0.54 -0.466
C -2.068482 -2.215710 0.780040 0.00 0.65 0.40 -1.005
C -2.711426 -5.493561 1.682042 -0.13 0.01 0.10 0.206
C -3.337797 -6.675114 1.271867 -0.23 0.15 -0.28 -0.801
H -5.227188 -7.722309 1.031672 0.26 0.40 0.14 0.367
H -6.557146 -5.880532 2.074531 0.39 0.06 -0.08 0.358
H -5.421650 -3.778144 2.799288 0.16 -0.26 -0.13 0.371
H -0.442511 -4.316643 3.252422 -0.03 0.00 0.38 0.335
H 0.636775 -4.740251 5.480512 -0.38 0.25 0.09 0.359
H -0.567870 -4.045669 7.572739 -0.16 0.03 -0.31 0.372
H -2.901273 -3.116140 7.427819 0.35 -0.12 -0.32 0.362
H -3.935136 -2.773883 5.147637 0.24 -0.17 0.24 0.407
H -2.615136 -0.843086 3.902618 0.18 0.05 -1.19 0.383
H -2.187198 1.253580 2.557050 0.03 -0.89 -0.20 0.297
H -2.501498 1.704389 -0.913847 1.65 -0.20 1.60 0.621
H -1.228262 2.608622 -2.608028 0.60 -0.27 0.04 0.339
H 0.649844 2.307719 -4.289749 -0.08 -0.36 0.88 0.445
H 4.386662 -1.187509 -4.668719 0.12 0.32 0.27 0.362
H 6.745715 -1.635630 -3.990969 -0.30 0.64 0.15 0.371
H 7.930336 0.022129 -2.525813 -0.44 0.19 -0.22 0.367
H 6.763323 2.148509 -1.823349 -0.20 -0.50 -0.20 0.349
H 4.303952 2.401461 -2.222378 0.33 -0.42 -0.34 0.422
H 3.316672 3.027101 -5.290174 -0.05 -0.27 -0.25 0.411
H 3.056627 3.302792 -7.752046 -0.16 -0.44 0.07 0.378
H 2.189420 1.368803 -9.124572 0.02 -0.02 0.39 0.382
H 1.654999 -0.806903 -8.011953 0.13 0.45 0.23 0.361
H 1.882080 -1.023943 -5.535664 0.13 0.31 -0.18 0.463
H 2.878333 0.090347 -1.294918 -0.85 0.26 -0.20 0.452
H 1.000790 0.232219 0.271258 -0.33 0.36 -0.56 0.468
H -1.257783 -1.248630 -0.906837 -0.23 0.56 0.39 0.434
H -2.101299 -3.202677 0.288457 0.23 0.73 0.21 0.466
H -1.627602 -5.403991 1.619621 -0.22 -0.06 0.02 0.286
H -2.741079 -7.500249 0.871065 -0.20 0.36 0.13 0.363
```
Forces are in eV/Å.

Summary:
Spin multiplicity: 1
Net charge: +1
SMILES: Cc1ccc2[nH]c(C)[n+](C(c3ccc(N(c4ccccc4)c4ccccc4)cc3)c3ccc(N(c4ccccc4)c4ccccc4)cc3)c2c1
LUMO energy, eV: -2.4629
Molar mass, g/mol: 647.8
Relative energy (zero: lowest compared OMol25 entry of this formula, charge and spin), kcal per mole: 0.0
HOMO energy, eV: -9.83


Formula: CH8N2S
Source: OMol25
Level of theory: ωB97M-V/def2-TZVPD

The geometry in XYZ format:
```
12
Properties=species:S:1:pos:R:3:forces:R:3:nbo_charge:R:1
S 0.446350 2.924813 1.652825 0.06 0.42 0.30 -0.272
H -0.453564 2.265485 0.932366 -0.08 -0.24 -0.20 0.130
H 1.433742 2.059360 1.423573 0.01 -0.18 -0.10 0.142
N -0.432669 -1.234777 0.736822 -0.15 -0.07 -0.49 -0.838
C 0.429839 -0.765092 -0.349059 0.32 -0.44 0.21 -0.063
N -0.143035 -0.422555 -1.628818 -0.16 0.30 -0.19 -0.847
H -1.084481 -1.875684 0.292031 -0.13 -0.06 0.45 0.344
H -0.978900 -0.501891 1.175531 0.05 0.10 -0.16 0.350
H 1.092130 -1.601607 -0.578389 0.16 0.03 0.14 0.176
H 1.066542 0.031401 0.028649 -0.08 0.21 -0.07 0.171
H -0.795157 0.355045 -1.643624 0.08 -0.16 0.23 0.354
H -0.580799 -1.234496 -2.041906 -0.09 0.10 -0.11 0.352
```
Forces are in eV/Å.

Summary:
Spin multiplicity: 1
Net charge: 0
SMILES: NCN.S
LUMO energy, eV: 0.7842
Molar mass, g/mol: 80.2
Relative energy (zero: lowest compared OMol25 entry of this formula, charge and spin), kcal per mole: 4.9
HOMO energy, eV: -9.20


Number 1: Kohn-Sham gap 0.2709 Eh. Number 2: Kohn-Sham gap 0.3670 Eh.